A molecular structure, C65H75N3O2PSi4Tl, computed with ωB97M-V/def2-TZVPD.

Geometry as XYZ:
```
151
C65H75N3O2PSi4Tl (ωB97M-V/def2-TZVPD)
Tl 1.062 0.110 -0.009
O 1.644 -0.157 -2.347
C 1.484 0.708 -3.373
C 0.068 1.437 -3.243
C 0.055 2.662 -2.393
C -0.051 3.933 -2.956
C -0.030 5.043 -2.131
C 0.095 4.859 -0.767
C 0.202 3.562 -0.268
C 0.430 3.334 1.193
C 1.973 3.172 1.485
O 2.493 2.134 0.806
C 2.198 3.028 3.014
C 1.400 3.587 4.010
C 1.734 3.461 5.355
C 2.873 2.768 5.732
C 3.670 2.190 4.748
C 3.330 2.317 3.411
C 2.625 4.535 1.096
C 2.406 5.729 1.780
C 2.963 6.921 1.334
C 3.757 6.937 0.195
C 3.991 5.749 -0.485
C 3.427 4.563 -0.035
N 0.167 2.497 -1.070
C 1.464 -0.075 -4.718
C 2.572 -0.170 -5.559
C 2.549 -0.964 -6.699
C 1.411 -1.683 -7.029
C 0.310 -1.622 -6.184
C 0.344 -0.839 -5.041
C 2.624 1.738 -3.474
C 3.728 1.600 -2.646
C 4.848 2.406 -2.816
C 4.868 3.383 -3.801
C 3.752 3.552 -4.613
C 2.651 2.725 -4.457
H -0.540 0.668 -2.764
H -0.350 1.662 -4.227
H -0.169 4.033 -4.027
H -0.099 6.041 -2.548
H 0.120 5.703 -0.089
H -0.035 2.400 1.508
H 0.007 4.169 1.755
H 0.496 4.124 3.750
H 1.096 3.907 6.110
H 3.129 2.664 6.781
H 4.560 1.639 5.030
H 3.918 1.864 2.622
H 1.798 5.744 2.677
H 2.774 7.841 1.878
H 4.187 7.868 -0.159
H 4.607 5.744 -1.375
H 3.573 3.623 -0.548
H 3.475 0.378 -5.323
H 3.425 -1.013 -7.337
H 1.384 -2.296 -7.923
H -0.579 -2.193 -6.418
H -0.513 -0.829 -4.380
H 3.682 0.832 -1.885
H 5.710 2.271 -2.172
H 5.744 4.007 -3.940
H 3.749 4.321 -5.379
H 1.813 2.824 -5.140
C 0.498 0.562 5.143
C -0.772 1.020 5.434
C -1.701 1.131 4.414
C -1.323 0.800 3.113
N -0.114 0.304 2.850
C 0.768 0.198 3.831
C -2.218 1.043 1.945
C -3.388 1.788 2.077
C -4.141 2.073 0.950
C -3.719 1.593 -0.275
C -2.558 0.835 -0.312
N -1.819 0.577 0.759
H 1.263 0.488 5.901
H -1.038 1.308 6.444
H -2.705 1.466 4.632
H 1.740 -0.195 3.555
H -3.695 2.173 3.039
H -5.043 2.667 1.034
H -4.275 1.791 -1.182
H -2.210 0.393 -1.240
C -3.168 -4.307 1.497
Si -4.006 -3.477 0.008
C -5.495 -4.613 -0.375
C -4.759 -1.945 0.855
Si -2.778 -2.720 -1.825
Si -1.648 -4.343 -3.095
C 0.177 -3.876 -3.307
C -2.352 -4.485 -4.860
C -1.605 -6.188 -2.590
Si -4.553 -2.123 -3.228
C -3.963 -0.961 -4.612
C -5.881 -1.071 -2.352
C -5.625 -3.431 -4.136
H -2.274 -3.737 1.769
H -3.851 -4.296 2.352
H -2.863 -5.340 1.320
H -6.137 -4.785 0.498
H -5.150 -5.585 -0.743
H -6.106 -4.169 -1.165
H -5.681 -2.190 1.394
H -4.981 -1.143 0.153
H -4.042 -1.544 1.579
H 0.509 -4.034 -4.337
H 0.379 -2.833 -3.053
H 0.811 -4.492 -2.659
H -2.419 -3.511 -5.346
H -3.353 -4.917 -4.850
H -1.706 -5.118 -5.478
H -0.811 -6.384 -1.865
H -1.401 -6.806 -3.470
H -2.552 -6.521 -2.158
H -3.473 -0.083 -4.183
H -4.796 -0.619 -5.236
H -3.236 -1.447 -5.264
H -5.441 -0.170 -1.915
H -6.363 -1.625 -1.543
H -6.657 -0.762 -3.060
H -5.207 -3.669 -5.117
H -6.652 -3.080 -4.280
H -5.665 -4.363 -3.565
C 2.567 -3.732 0.542
P 1.016 -3.769 1.534
C 0.959 -5.599 1.818
C -0.006 -6.323 1.126
C -0.088 -7.705 1.246
C 0.800 -8.382 2.067
C 1.768 -7.670 2.767
C 1.844 -6.291 2.645
C 1.631 -3.324 3.208
C 0.698 -3.376 4.246
C 1.071 -3.115 5.553
C 2.388 -2.781 5.847
C 3.317 -2.693 4.822
C 2.940 -2.961 3.510
H 3.382 -4.279 1.019
H 2.856 -2.699 0.342
H 2.339 -4.199 -0.416
H -0.698 -5.793 0.484
H -0.855 -8.246 0.706
H 0.739 -9.459 2.167
H 2.462 -8.192 3.416
H 2.601 -5.748 3.199
H -0.331 -3.632 4.018
H 0.333 -3.160 6.344
H 2.683 -2.569 6.868
H 4.343 -2.424 5.042
H 3.676 -2.874 2.721
```

As for the charge: -2. The calculation puts the relative energy (zero: lowest compared OMol25 entry of this formula, charge and spin) at 0.00 kcal per mole.

***

8 unconnected molecules or ions with the total composition C65H78N8O18P at a distorted geometry, computed with ωB97M-V/def2-TZVPD.

Geometry as XYZ:
```
170
C65H78N8O18P (ωB97M-V/def2-TZVPD)
C 0.642 -2.394 -1.769
C 1.476 -2.938 -2.921
C 1.337 -2.151 -4.220
C 1.250 -0.650 -4.010
C 1.562 0.154 -5.269
C 0.398 1.045 -5.702
C 0.510 2.476 -5.155
C -0.840 2.956 -4.645
C -0.957 4.438 -4.295
P -0.874 4.962 -2.468
C -0.923 5.467 -0.616
C -0.618 4.407 0.424
O 0.367 3.775 -2.088
C 1.621 4.292 -1.803
C 2.566 4.495 -2.992
N 3.647 3.481 -2.965
C 4.800 3.943 -2.205
C 5.393 2.982 -1.138
C 4.805 1.586 -1.087
O 5.182 3.619 0.136
O -2.172 3.684 -2.106
C -3.436 3.929 -2.119
O -4.109 4.225 -3.076
C -4.118 3.613 -0.817
C -3.525 2.663 -0.002
C -4.110 2.263 1.187
C -5.323 2.817 1.548
C -5.911 3.776 0.739
C -5.321 4.184 -0.446
H 1.057 -1.484 -1.353
H 0.522 -3.124 -0.979
H -0.357 -2.150 -2.122
H 1.136 -3.954 -3.113
H 2.514 -3.003 -2.617
H 2.199 -2.378 -4.838
H 0.452 -2.515 -4.736
H 1.975 -0.405 -3.242
H 0.267 -0.411 -3.621
H 1.911 -0.503 -6.061
H 2.402 0.801 -5.036
H 0.254 1.033 -6.777
H -0.499 0.629 -5.253
H 1.157 2.409 -4.293
H 0.927 3.145 -5.901
H -1.125 2.310 -3.824
H -1.553 2.756 -5.447
H -1.927 4.758 -4.657
H -0.233 5.028 -4.851
H -1.865 5.969 -2.730
H 0.139 5.974 -2.744
H -1.856 5.983 -0.419
H -0.143 6.218 -0.514
H 0.437 4.172 0.458
H -0.882 4.778 1.413
H -1.164 3.488 0.272
H 2.122 3.570 -1.158
H 1.574 5.222 -1.232
H 3.028 5.476 -2.870
H 2.057 4.518 -3.941
H 3.935 3.304 -3.916
H 4.560 4.841 -1.648
H 5.613 4.199 -2.885
H 6.472 2.918 -1.263
H 5.359 1.030 -0.335
H 3.754 1.651 -0.850
H 4.948 1.105 -2.044
H 4.839 2.966 0.749
H -2.590 2.246 -0.326
H -3.613 1.509 1.773
H -5.811 2.498 2.453
H -6.860 4.198 1.023
H -5.802 4.914 -1.065
C -6.384 -2.198 0.055
C -5.506 -1.147 -0.168
C -4.184 -1.254 0.232
C -3.765 -2.415 0.850
C -4.625 -3.472 1.085
C -5.945 -3.358 0.683
N -2.358 -2.535 1.261
O -1.629 -1.589 1.072
O -2.004 -3.589 1.761
H -7.415 -2.115 -0.263
H -5.844 -0.244 -0.656
H -3.501 -0.436 0.056
H -4.275 -4.368 1.575
H -6.632 -4.174 0.859
C 5.307 -3.418 3.914
C 4.738 -2.753 4.991
C 4.400 -1.416 4.875
C 4.633 -0.768 3.676
C 5.198 -1.411 2.593
C 5.541 -2.748 2.722
N 4.271 0.654 3.571
O 3.828 1.185 4.572
O 4.439 1.227 2.514
H 5.568 -4.465 4.006
H 4.558 -3.278 5.917
H 3.960 -0.887 5.707
H 5.374 -0.883 1.666
H 5.986 -3.269 1.887
C -1.738 -5.258 -1.019
C -2.750 -6.201 -1.150
C -3.013 -6.774 -2.382
C -2.248 -6.392 -3.469
C -1.240 -5.453 -3.364
C -0.988 -4.883 -2.126
N -2.512 -7.013 -4.774
O -3.417 -7.820 -4.847
O -1.809 -6.690 -5.710
H -1.535 -4.816 -0.054
H -3.335 -6.490 -0.288
H -3.798 -7.507 -2.492
H -0.661 -5.167 -4.228
H -0.203 -4.145 -2.025
C -2.295 -10.812 -6.393
C -1.407 -9.769 -6.614
C -0.084 -9.891 -6.223
C 0.327 -11.065 -5.620
C -0.543 -12.113 -5.387
C -1.865 -11.980 -5.778
N 1.737 -11.209 -5.221
O 2.478 -10.270 -5.418
O 2.076 -12.263 -4.721
H -3.328 -10.712 -6.700
H -1.745 -8.859 -7.087
H 0.613 -9.083 -6.389
H -0.198 -13.018 -4.910
H -2.559 -12.790 -5.603
C -5.360 8.928 3.288
C -5.697 9.856 2.310
C -5.461 9.575 0.974
C -4.892 8.361 0.642
C -4.545 7.426 1.598
C -4.782 7.716 2.932
N -4.650 8.036 -0.776
O -4.937 8.875 -1.609
O -4.178 6.948 -0.998
H -5.549 9.150 4.330
H -6.145 10.800 2.588
H -5.716 10.289 0.206
H -4.098 6.485 1.311
H -4.516 6.995 3.693
C 0.962 3.098 4.491
C 0.740 4.080 5.449
C -0.506 4.670 5.567
C -1.519 4.259 4.719
C -1.320 3.289 3.756
C -0.067 2.708 3.643
N -2.850 4.870 4.856
O -2.991 5.736 5.699
O -3.734 4.476 4.124
H 1.938 2.638 4.407
H 1.542 4.385 6.107
H -0.685 5.434 6.307
H -2.123 2.988 3.100
H 0.104 1.949 2.891
C 7.306 -2.559 10.720
C 6.337 -2.128 9.824
C 5.732 -3.033 8.969
C 6.109 -4.361 9.029
C 7.075 -4.809 9.910
C 7.676 -3.896 10.760
N 5.457 -5.331 8.134
O 4.628 -4.905 7.354
O 5.785 -6.493 8.226
H 7.774 -1.850 11.390
H 6.050 -1.086 9.792
H 4.978 -2.705 8.270
H 7.355 -5.851 9.935
H 8.432 -4.230 11.456
```

As for the charge: -1.

***

no.,highest occupied orbital energy (eV),electronic energy (a.u.),HOMO-LUMO gap (eV)
1,-1.188,-4508.5836,4.98
2,-4.613,-4656.7289,4.73